# 1
Computed, not measured: a structure of composition C6H10N2O2, with ωB97M-V/def2-TZVPD.

Output
Charge: 0
Frontier orbital gap: 9.971 eV
Multiplicity: 1
Strongest force on any atom: 4.2 eV/Å

Last column: natural (NBO) charge in e.
Atoms and positions in Å:
H: -0.181 -3.161 -1.420  0.39
H: 0.713 -3.088 0.802  0.20
N: -1.871 -1.346 -0.310  -0.62
H: 1.755 -0.754 -2.898  0.23
N: 0.696 -2.655 -1.323  -0.59
C: 1.608 -1.253 -0.007  -0.34
C: 0.843 -0.378 -2.418  -0.62
O: -1.236 0.723 0.241  -0.91
H: 0.019 -0.475 -3.137  0.23
O: 3.441 0.263 -0.258  -0.50
H: 2.266 -3.414 -0.029  0.20
C: -0.811 -0.828 -0.646  0.51
H: 3.578 -1.606 -0.992  0.12
H: -0.389 0.884 0.679  0.47
H: 0.982 0.685 -2.179  0.23
H: -2.285 -0.261 0.413  0.50
C: 2.982 -0.839 -0.450  0.44
C: 0.547 -1.203 -1.171  0.04
C: 1.371 -2.776 -0.022  -0.21
H: 1.338 -0.705 0.902  0.24

# 2
Computed, not measured: the molecule C4H9NO, with ωB97M-V/def2-TZVPD.

Output
Charge: 0
Frontier orbital gap: 10.369 eV
Multiplicity: 1
Strongest force on any atom: 2.7 eV/Å

Last column: natural (NBO) charge in e.
Atoms and positions in Å:
H: -1.164 0.054 -1.575  0.35
H: -1.575 1.539 0.161  0.21
H: 2.714 0.418 0.741  0.16
C: -1.176 -0.671 0.307  -0.12
H: 2.284 -0.426 -0.800  0.16
H: 1.002 -1.327 -0.409  0.16
H: -1.612 -1.505 0.855  0.20
H: 0.735 -0.945 1.338  0.17
C: -2.035 0.554 0.189  -0.25
C: 0.354 -0.643 0.346  -0.07
O: 0.784 0.640 0.023  -0.54
H: 2.437 1.542 -0.627  0.20
N: -1.856 -0.347 -0.944  -0.58
H: -3.051 0.551 0.594  0.20
C: 2.157 0.567 -0.199  -0.25